DFT (ωB97M-V with the def2-TZVPD basis set) results for C55H55Cl2Ge2OS6W as an isolated structure at a distorted geometry.

- charge = +2
- frontier orbital gap (alpha / beta) (eV) = 5.21 / 4.54
- ⟨S²⟩ = 0.777
- calculated total energy (hartree) = -9734.09664
- multiplicity = 2
- HOMO energy (alpha / beta) (eV) = -12.62 / -12.62

```
122
Properties=species:S:1:pos:R:3:forces:R:3
W -1.34723 1.80241 1.17725 4.031 0.283 0.352
C 1.56587 0.59117 5.54130 0.660 -1.630 1.361
C 1.24677 -0.65220 4.76022 -0.586 -0.126 -0.010
C 2.05546 -1.04807 3.70580 0.456 1.332 0.838
C 1.76872 -2.18445 2.98309 0.802 -1.526 -0.750
C 2.90471 -2.82877 2.18448 1.067 2.500 0.209
C 0.66315 -2.98811 3.34381 -0.227 0.849 1.984
C -0.10166 -2.67552 4.51492 0.672 -0.287 -1.920
C -1.21659 -3.62164 4.81943 -0.416 0.898 -0.306
C 0.18598 -1.48801 5.15435 0.338 -0.016 -0.813
C 0.24364 -4.05747 2.45563 0.234 -1.464 -1.771
C 0.45576 -5.43920 2.54539 -0.963 0.041 -1.342
C 0.04632 -6.20856 1.41961 0.364 1.413 1.021
C -0.57453 -5.66588 0.33507 -1.235 1.180 -1.279
C -0.79907 -4.27178 0.20505 0.535 -0.845 -0.526
C -0.28782 -3.53544 1.23980 0.107 -0.249 1.454
Ge -0.05452 -1.66112 1.27278 0.082 0.519 -0.037
S -1.51917 -0.36878 2.30012 0.417 0.167 -0.114
S -1.31189 1.26330 -0.95002 -0.711 -0.268 -1.197
Ge 0.91160 1.01263 -0.83081 1.229 0.130 -0.103
S 1.05740 2.09679 1.11999 -0.355 -0.548 0.307
S 1.24149 -1.20391 -0.40402 -0.076 0.807 -0.240
C 1.93583 1.73317 -2.35865 0.727 0.377 -0.414
C 1.38542 2.52566 -3.36461 -0.934 0.363 -0.594
C 2.17845 2.99871 -4.45168 -1.949 -0.534 1.668
C 3.47028 2.62182 -4.54108 1.584 -0.082 -1.905
C 4.04380 1.83987 -3.55956 1.642 -0.462 0.494
C 3.32979 1.46569 -2.45204 -1.019 -1.372 1.466
C 3.98932 0.59513 -1.39095 -0.397 2.193 -0.883
C 4.41557 1.22477 -0.22064 0.380 0.601 0.334
C 4.25044 2.73694 0.04846 0.136 -0.544 -0.232
C 5.23783 0.47975 0.61742 -0.310 -0.062 0.311
C 5.61010 -0.81097 0.34329 -0.142 -0.807 -0.245
C 6.49266 -1.62693 1.26075 -0.440 -1.655 -0.820
C 5.13268 -1.37770 -0.83786 0.800 -0.355 1.134
C 4.37550 -0.69017 -1.71825 -1.068 -0.170 -1.443
C 4.05948 -1.28504 -3.09269 0.603 0.444 1.246
C -0.08567 2.87147 -3.44227 0.181 0.910 0.903
C -0.92683 2.16486 -4.30294 0.016 0.011 0.023
C -0.49227 0.99186 -5.16718 -0.430 0.183 1.224
C -2.25886 2.54653 -4.32851 -2.375 1.346 -0.187
C -2.78631 3.69118 -3.64984 1.241 -0.896 -0.365
C -4.16218 4.28257 -3.91506 1.263 -0.217 -1.804
C -1.88951 4.37038 -2.83165 -0.752 0.007 0.183
C -0.58633 3.99209 -2.67382 2.196 -1.657 0.088
C 0.40532 4.69057 -1.72951 -0.527 1.711 -0.464
C -1.47677 -3.55282 -0.93738 -0.646 -0.552 1.741
C -0.92251 -3.42254 -2.17819 1.242 -0.285 -0.804
C 0.36566 -4.14915 -2.51770 -0.300 1.228 -0.839
C -1.56494 -2.66576 -3.14887 1.145 -0.307 -1.617
C -2.79154 -2.05888 -2.96592 0.964 0.085 -0.395
C -3.42035 -1.25967 -4.07644 -0.171 0.928 0.264
C -3.29086 -2.19800 -1.69748 -1.531 0.113 0.443
C -2.71719 -2.95755 -0.68557 -0.356 0.772 0.489
C -3.43781 -3.10952 0.65761 0.560 -1.133 -1.291
H 2.49946 0.28646 6.08801 -0.546 0.963 -0.424
H 0.84249 0.86869 6.31415 -0.094 -0.313 -0.251
H 1.70046 1.41822 4.90115 0.567 0.991 -0.667
H 3.00063 -0.50753 3.52292 -0.640 -0.201 -0.125
H 3.52695 -3.35876 2.87375 0.281 -0.455 0.845
H 3.63010 -2.06057 1.75757 -1.274 -0.807 0.180
H 2.63025 -3.54924 1.47485 -0.644 -0.725 -1.261
H -1.54930 -3.46377 5.82298 -0.238 -0.275 0.716
H -0.89026 -4.62781 4.62451 -0.099 -0.421 0.320
H -2.08484 -3.43222 4.16262 0.306 -0.032 0.112
H -0.46459 -1.14296 5.91408 -0.455 0.167 0.949
H 0.84970 -5.98211 3.38763 0.272 0.316 0.299
H 0.22452 -7.23554 1.33766 0.278 -1.475 0.498
H -0.98405 -6.31069 -0.43780 0.269 -0.035 0.021
H 1.63565 3.58032 -5.17016 0.193 0.248 -0.473
H 4.02666 2.84157 -5.47769 -0.245 0.036 0.918
H 5.10015 1.45560 -3.59674 -1.128 0.704 -0.248
H 4.78427 3.05365 0.95456 -0.280 -0.377 -0.067
H 3.19635 3.06235 0.13215 0.674 -0.056 -0.268
H 4.76617 3.26736 -0.76257 -0.438 0.054 0.000
H 5.60797 0.87452 1.52931 0.258 0.751 0.691
H 6.75741 -1.08168 2.16767 0.072 -0.281 -0.084
H 7.39137 -1.96881 0.68806 -0.449 0.535 0.665
H 5.95930 -2.62544 1.48290 0.733 1.557 0.087
H 5.41965 -2.36608 -1.08411 0.334 -1.004 -0.195
H 3.78482 -2.32699 -3.07866 -0.714 -0.204 0.157
H 4.99144 -1.30008 -3.58921 1.294 -0.035 -0.787
H 3.47410 -0.61993 -3.69219 -0.894 -0.157 -0.217
H 0.39418 1.14157 -5.74322 0.258 0.701 -0.933
H -1.36126 0.64992 -5.72828 0.408 -0.106 -0.223
H -0.12481 0.20636 -4.52222 -0.324 -0.647 0.468
H -3.00533 2.04162 -4.97412 0.795 0.044 0.254
H -4.83274 4.33355 -3.08695 -0.276 0.014 0.740
H -4.58494 3.62410 -4.68939 -0.350 0.556 0.182
H -4.00452 5.31477 -4.34729 -0.383 -1.094 0.445
H -2.28208 5.21353 -2.30650 0.036 0.646 0.406
H -0.03432 5.54264 -1.18581 -0.441 -0.271 -0.331
H 1.20117 5.19634 -2.29902 -0.047 -0.477 -0.001
H 0.88329 4.15104 -0.92435 0.058 -0.865 -0.138
H 0.13105 -5.14511 -2.77010 -0.256 -1.535 0.124
H 1.16210 -4.13019 -1.78325 -0.053 0.119 0.249
H 0.73106 -3.78064 -3.47508 0.313 0.365 0.111
H -1.05214 -2.59527 -4.13802 -0.504 0.002 0.795
H -3.77357 -0.24721 -3.73416 1.027 -0.589 -0.337
H -4.35268 -1.63312 -4.43851 -0.723 -0.990 -0.039
H -2.77867 -1.25668 -4.97293 -0.076 0.480 0.559
H -4.26248 -1.75371 -1.54472 -0.273 0.113 0.449
H -4.17291 -3.92033 0.56113 0.143 0.130 0.154
H -3.96043 -2.23534 0.96777 -0.302 0.791 0.177
H -2.68925 -3.40654 1.37748 -0.288 -0.006 0.533
Cl -1.01505 2.85415 3.66722 1.026 -0.692 0.711
C -2.39532 3.85483 3.89266 -0.261 -0.415 1.131
C -2.92105 4.09111 5.17730 0.595 -0.272 -0.835
C -4.12368 4.72978 5.18183 -2.474 1.376 0.777
C -4.75305 5.20872 4.02332 -0.002 -1.081 -0.367
C -4.21826 4.91753 2.75662 -0.164 0.180 1.716
Cl -5.07408 5.34262 1.36166 -0.190 0.170 -0.586
C -3.01634 4.20939 2.72298 0.143 0.452 -1.739
S -2.21669 3.89870 1.10733 -1.184 0.864 0.614
H -2.49224 3.79466 6.12871 0.323 -0.249 -0.441
H -4.75223 4.88337 6.11267 1.332 -0.233 -0.956
H -5.76300 5.60270 4.12397 0.368 0.228 -0.237
S -4.79421 1.05840 1.22259 3.899 0.267 -0.062
C -3.20520 1.27633 1.21114 -7.371 -0.817 0.405
O -7.08905 -1.00234 2.70677 -0.807 -0.627 -0.151
H -6.48474 -0.71546 3.38449 0.131 -0.014 0.555
H -7.74599 -1.59006 3.14442 0.748 0.675 -0.393
```
Forces are in eV/Å.

Mulliken population analysis, charges in e, atoms 1 to 99: atom 1 (W): 0.37, atom 2 (C): -1.64, atom 3 (C): 0.50, atom 4 (C): -0.45, atom 5 (C): 0.51, atom 6 (C): -1.39, atom 7 (C): 1.00, atom 8 (C): 0.13, atom 9 (C): -1.48, atom 10 (C): -0.82, atom 11 (C): 0.02, atom 12 (C): -0.60, atom 13 (C): -1.19, atom 14 (C): -0.55, atom 15 (C): 0.49, atom 16 (C): -0.78, atom 17 (Ge): 1.20, atom 18 (S): -0.72, atom 19 (S): 0.56, atom 20 (Ge): -0.34, atom 21 (S): -0.31, atom 22 (S): 0.24, atom 23 (C): 0.04, atom 24 (C): 0.12, atom 25 (C): -0.46, atom 26 (C): -0.96, atom 27 (C): 0.18, atom 28 (C): -0.33, atom 29 (C): 0.61, atom 30 (C): 0.79, atom 31 (C): -1.43, atom 32 (C): -0.72, atom 33 (C): -0.07, atom 34 (C): -1.38, atom 35 (C): -0.39, atom 36 (C): 0.77, atom 37 (C): -2.20, atom 38 (C): 0.40, atom 39 (C): 0.76, atom 40 (C): -1.57, atom 41 (C): -0.78, atom 42 (C): 0.33, atom 43 (C): -1.43, atom 44 (C): -0.68, atom 45 (C): 0.95, atom 46 (C): -1.51, atom 47 (C): 0.43, atom 48 (C): 0.62, atom 49 (C): -2.01, atom 50 (C): -0.30, atom 51 (C): 0.32, atom 52 (C): -1.30, atom 53 (C): -0.62, atom 54 (C): 0.82, atom 55 (C): -1.33, atom 56 (H): 0.39, atom 57 (H): 0.38, atom 58 (H): 0.36, atom 59 (H): 0.55, atom 60 (H): 0.63, atom 61 (H): -0.27, atom 62 (H): 0.32, atom 63 (H): 0.58, atom 64 (H): 0.31, atom 65 (H): 0.18, atom 66 (H): 0.50, atom 67 (H): 0.65, atom 68 (H): 0.53, atom 69 (H): 0.53, atom 70 (H): 0.66, atom 71 (H): 0.40, atom 72 (H): 0.47, atom 73 (H): 0.46, atom 74 (H): 0.07, atom 75 (H): 0.33, atom 76 (H): 0.46, atom 77 (H): 0.35, atom 78 (H): 0.40, atom 79 (H): 0.28, atom 80 (H): 0.61, atom 81 (H): 0.48, atom 82 (H): 0.53, atom 83 (H): 0.21, atom 84 (H): 0.43, atom 85 (H): 0.41, atom 86 (H): 0.19, atom 87 (H): 0.26, atom 88 (H): 0.32, atom 89 (H): 0.42, atom 90 (H): 0.33, atom 91 (H): 0.62, atom 92 (H): 0.45, atom 93 (H): 0.38, atom 94 (H): 0.21, atom 95 (H): 0.51, atom 96 (H): 0.28, atom 97 (H): 0.46, atom 98 (H): 0.22, atom 99 (H): 0.17

---

DFT (ωB97M-V with the def2-TZVPD basis set) results for one molecule with the formula C5H9NS at a distorted geometry.

- charge = 0
- frontier orbital gap (eV) = 9.85
- calculated total energy (hartree) = -648.85315
- energy relative to the best compared isomer or geometry (same formula, charge and spin) (kJ/mol) = 0.0
- HOMO energy (eV) = -8.98

```
16
Properties=species:S:1:pos:R:3:forces:R:3
C 0.43163 1.60474 0.42731 -0.634 0.553 -0.084
C 0.77525 0.64672 -0.71585 -0.255 0.630 -0.204
C 0.14086 -0.73953 -0.60019 -0.320 0.237 0.657
C 0.53983 -1.51822 0.65945 0.561 0.734 0.029
C -2.38307 -0.29604 -0.33239 1.095 -0.294 -0.264
H -0.67104 1.74274 0.51382 0.691 -0.153 -0.021
H 0.85038 2.62270 0.27747 -0.119 -0.698 -0.064
H 0.80207 1.24074 1.38498 -0.006 -0.010 0.018
H 0.48769 1.10052 -1.68473 0.008 -0.279 0.442
H 1.84692 0.50702 -0.76659 0.389 -0.096 0.013
H 0.42820 -1.30732 -1.46051 0.281 -0.403 -0.577
H 1.64883 -1.58865 0.68962 -0.698 -0.105 0.096
H 0.08650 -2.49545 0.65916 0.015 -0.429 -0.112
H 0.17998 -1.00772 1.56037 0.186 -0.005 -0.181
N -1.29222 -0.63762 -0.66238 -1.497 0.411 0.337
S -3.87180 0.12537 0.05044 0.304 -0.092 -0.087
```
Forces are in eV/Å.

From a Mulliken analysis of the wavefunction, the atomic charges in e read: atom 1 (C): -1.05, atom 2 (C): -0.52, atom 3 (C): 0.32, atom 4 (C): -1.35, atom 5 (C): 0.43, atom 6 (H): 0.22, atom 7 (H): 0.34, atom 8 (H): 0.31, atom 9 (H): 0.33, atom 10 (H): 0.35, atom 11 (H): 0.20, atom 12 (H): 0.32, atom 13 (H): 0.41, atom 14 (H): 0.34, atom 15 (N): -0.28, atom 16 (S): -0.39